Entry 1:
Computed, not measured: a molecular structure, C28H20Br2Cl3N5OSn, with ωB97M-V with the def2-TZVPD basis set.

Geometry (Å):
Sn (-0.91428, -1.19404, 1.08810)
C (-3.66366, -2.48738, 1.65184)
C (-3.63188, -2.72670, 0.24966)
C (-2.62175, -3.67798, -0.00096)
C (-2.02599, -4.04421, 1.23189)
C (-2.68108, -3.30949, 2.26865)
H (-4.38622, -1.88225, 2.16321)
H (-4.30406, -2.31571, -0.48126)
H (-2.36267, -4.10826, -0.94972)
H (-1.27821, -4.82327, 1.36171)
H (-2.56045, -3.44390, 3.33518)
C (-3.79540, 1.39779, 1.58860)
C (-2.81407, 1.37080, 2.71872)
C (-3.08941, 2.20508, 3.80587)
C (-2.19956, 2.31869, 4.84738)
C (-1.00040, 1.58148, 4.82704)
C (-0.02156, 1.69170, 5.84628)
Br (-0.23119, 2.80145, 7.38202)
C (1.17097, 0.95867, 5.70741)
C (1.39807, 0.13926, 4.60363)
Br (3.01170, -0.78776, 4.45044)
C (0.37148, -0.03204, 3.62257)
O (0.57763, -0.91096, 2.63901)
C (-0.81761, 0.70661, 3.70863)
N (-1.74135, 0.57296, 2.72142)
H (-4.83233, 1.40248, 1.97204)
H (-3.64176, 0.55401, 0.89250)
H (-3.64069, 2.32438, 0.98402)
H (-4.02438, 2.75940, 3.83120)
H (-2.40459, 2.99323, 5.66627)
H (1.91708, 1.02728, 6.48805)
Cl (-2.48737, 1.38156, -4.00144)
C (-2.42546, 2.33940, -2.47667)
Cl (-1.60216, 3.90836, -2.74722)
Cl (-4.14934, 2.63577, -1.89411)
C (-1.75002, 1.59552, -1.44355)
N (-1.27146, 0.90903, -0.62489)
C (3.34785, -1.94154, -1.19856)
C (2.35277, -1.84657, -0.22831)
N (1.11372, -1.43285, -0.57912)
C (0.85170, -1.17467, -1.87982)
C (1.78684, -1.24683, -2.90089)
C (3.08754, -1.65570, -2.52545)
C (1.37824, -0.80416, -4.20582)
C (2.13425, -0.11289, -5.12014)
C (3.28572, 0.71247, -4.80816)
C (4.11930, 1.24044, -5.81575)
C (5.23126, 1.96999, -5.44110)
N (5.51669, 2.22540, -4.15093)
C (4.65696, 1.72455, -3.28384)
N (3.57163, 1.03325, -3.53063)
H (4.33772, -2.24572, -0.86701)
H (2.56902, -2.08838, 0.81498)
H (-0.14244, -0.78384, -2.11192)
H (3.88246, -1.69020, -3.27002)
H (0.34586, -1.02435, -4.47849)
H (1.82145, -0.07638, -6.16567)
H (3.88981, 1.07466, -6.86771)
H (5.91980, 2.38346, -6.17901)
H (4.86526, 1.92889, -2.24018)

The HOMO-LUMO gap is 5.785 eV. The LUMO energy is -1.04 eV. For the HOMO energy, the calculation gives -0.2509 Eh. Its net charge is 0. The spin multiplicity is 1.



Entry 2:
Computed, not measured: 17 unconnected molecules or ions with the total composition H33O17, with ωB97M-V with the def2-TZVPD basis set.

Geometry (Å):
O (2.37401, 2.57474, -2.30422)
H (2.25266, 1.85662, -2.93482)
H (1.69206, 2.45633, -1.64563)
O (-2.68675, -0.30748, 1.04948)
H (-2.68917, 0.64673, 1.13745)
H (-1.81301, -0.67431, 0.81450)
O (-1.30250, -3.68127, -0.09375)
H (-0.96096, -2.75180, -0.10991)
H (-2.15361, -3.52796, 0.33227)
O (1.55649, -0.30093, 4.21594)
H (1.82013, -1.20269, 4.34662)
H (0.61259, -0.27575, 4.05576)
O (0.89176, 0.33900, -2.93278)
H (0.80326, -0.31245, -2.21595)
O (-5.84119, -0.56584, 2.55131)
H (-5.12710, -0.67678, 1.92305)
H (-5.72446, -0.91532, 3.42978)
O (2.07214, -2.46254, 2.06364)
H (1.96095, -2.15543, 1.13310)
H (1.80075, -3.38097, 2.01789)
O (-0.67552, 1.43133, -0.81042)
H (0.12828, 1.87727, -0.56509)
H (1.01995, -0.24486, -3.66901)
O (-4.01792, 1.51984, -1.03445)
H (-4.29124, 2.41943, -1.21979)
H (-3.06505, 1.43302, -1.14792)
O (2.45385, -4.02281, -1.14064)
H (1.67797, -4.46203, -0.77476)
H (3.22948, -4.39282, -0.71173)
O (-2.28263, 2.65614, -4.56346)
H (-3.06872, 2.88142, -4.06456)
H (-1.97318, 1.84784, -4.13798)
O (3.95036, 0.01988, -0.45279)
H (3.68530, 0.17509, -1.37054)
H (3.05926, -0.20954, -0.13730)
O (5.73798, 2.35221, -0.06480)
H (5.34128, 1.50222, 0.11095)
H (5.18222, 2.81885, -0.69134)
O (-1.88981, 1.13781, 3.25968)
H (-1.70740, 0.24564, 2.93788)
H (-1.07270, 1.58954, 3.04133)
O (-0.92600, -1.09645, -0.70345)
H (-1.37395, -1.37887, -1.50361)
H (-0.57179, 0.42939, -0.66474)
O (1.43919, -1.56753, -0.45805)
H (1.90716, -2.25861, -0.94207)
H (0.40498, -1.42411, -0.60067)
O (-0.64719, 3.68602, 1.96119)
H (-1.26682, 3.30461, 1.32622)
H (0.07464, 3.04820, 1.95815)

The HOMO-LUMO gap is 9.629 eV. The LUMO energy is 2.31 eV. For the HOMO energy, the calculation gives -0.2691 Eh. Its net charge is -1. The spin multiplicity is 1.



Entry 3:
Computed, not measured: 5 unconnected molecules or ions with the total composition C20H30O15, with ωB97M-V with the def2-TZVPD basis set.

Geometry (Å):
C (-5.63368, 4.19883, 43.73779)
C (-4.48078, 5.24105, 43.52431)
C (-3.97900, 5.66569, 44.95684)
O (-2.58460, 5.63605, 44.69387)
C (-2.29249, 5.16465, 43.36981)
O (-1.25325, 5.30963, 42.69903)
O (-3.43646, 4.62748, 42.86463)
H (-5.52382, 3.36455, 44.43060)
H (-6.21234, 3.81622, 42.89703)
H (-6.33712, 4.86491, 44.23740)
H (-4.75174, 6.20542, 43.09454)
H (-4.35376, 4.95359, 45.69207)
H (-4.35098, 6.66981, 45.16047)
C (-8.08389, -2.70873, 34.24757)
C (-7.56417, -1.21924, 34.36629)
C (-6.07026, -1.08816, 34.69369)
O (-5.43986, -0.99341, 33.41601)
C (-6.24872, -0.45046, 32.61607)
O (-6.01931, 0.29814, 31.65638)
O (-7.44696, -0.60826, 33.02302)
H (-9.16445, -2.74279, 34.10852)
H (-8.00277, -3.15397, 35.23918)
H (-7.68372, -3.36658, 33.47608)
H (-8.27052, -0.68272, 34.99978)
H (-5.69017, -1.95042, 35.24154)
H (-5.85056, -0.27057, 35.38027)
C (-7.29048, 2.17441, 40.63147)
C (-7.60269, 1.53425, 39.28874)
C (-6.75992, 1.85762, 38.13051)
O (-6.56884, 0.70470, 37.35111)
C (-6.75206, -0.34421, 38.31949)
O (-6.46660, -1.53721, 38.21536)
O (-7.37677, 0.13840, 39.37317)
H (-7.82437, 3.12010, 40.53816)
H (-6.23017, 2.19444, 40.88340)
H (-7.60272, 1.54652, 41.46596)
H (-8.66718, 1.73071, 39.16077)
H (-5.81813, 2.28586, 38.47367)
H (-7.34111, 2.58659, 37.56580)
C (-11.36008, 4.54044, 32.64140)
C (-9.92119, 4.65172, 33.20344)
C (-9.72702, 6.01098, 33.80521)
O (-9.21691, 5.85736, 35.09113)
C (-9.41514, 4.50499, 35.39513)
O (-8.99659, 3.96064, 36.42853)
O (-9.92198, 3.92254, 34.36073)
H (-11.79973, 3.54323, 32.62133)
H (-11.42099, 4.96476, 31.63923)
H (-12.04569, 5.02120, 33.33918)
H (-9.08624, 4.34318, 32.57434)
H (-10.70097, 6.49814, 33.85199)
H (-9.07724, 6.58672, 33.14611)
C (-4.62800, -1.64277, 47.11629)
C (-5.77566, -0.69008, 46.89580)
C (-5.38740, 0.78336, 47.22390)
O (-5.71262, 1.45723, 46.06321)
C (-5.77913, 0.56519, 45.01650)
O (-5.97161, 0.80629, 43.85595)
O (-6.03171, -0.62451, 45.46777)
H (-3.87283, -1.54515, 46.33635)
H (-5.02856, -2.65500, 47.06125)
H (-4.18190, -1.39115, 48.07846)
H (-6.59409, -0.94961, 47.56730)
H (-4.35451, 0.90524, 47.55006)
H (-6.00492, 1.16229, 48.03826)

The HOMO-LUMO gap (alpha / beta) is 8.509 / 2.358 eV. The LUMO energy (alpha / beta) is -3.49 / -9.64 eV. For the HOMO energy (alpha / beta), the calculation gives -0.4408 / -0.4408 Eh. Its net charge is +1. The spin multiplicity is 2.



Entry 4:
Computed, not measured: a molecular structure, C4H8O4, with ωB97M-V with the def2-TZVPD basis set.

Geometry (Å):
C (-1.55630, -0.21066, 0.85191)
C (-0.13348, -0.36562, 0.03664)
C (1.27547, -0.23004, 0.49743)
C (0.79185, 0.93238, -0.50997)
H (-2.51665, 0.98369, -0.19152)
H (-1.85478, -1.09228, 1.36744)
H (-1.58432, 0.45605, 1.55482)
H (-1.56730, -1.17417, -0.96804)
H (1.49644, 0.32168, 1.36690)
H (2.07648, -1.51868, -0.53937)
H (0.86135, 0.96226, -1.52838)
H (1.50267, 2.83044, -0.52767)
O (-2.63401, -0.05758, -0.10825)
O (-0.33148, -1.29211, -0.91980)
O (2.36661, -1.14021, 0.32478)
O (0.51399, 2.17424, -0.02052)

The HOMO-LUMO gap is 8.368 eV. The LUMO energy is 0.15 eV. For the HOMO energy, the calculation gives -0.3022 Eh. Its net charge is 0. The spin multiplicity is 1.



Computed values of ΔE to the lowest compared entry with this formula, charge and spin (unit: kcal per mole) for the preceding records, in sequence: 0.0, 32.8, 9.7, 178.0.